1.
Computed, not measured: C32H44InN6O4PSe2 as an isolated structure at a distorted geometry, with wB97M-V/def2-TZVPD.

Computed properties:
Lowest unoccupied orbital energy = -0.208 eV

Last column: Mulliken charge in e.
Positions of all 90 atoms, in Å:
In1 -0.59319 0.23205 -0.42044  1.2157
Se1 -3.29909 0.41365 0.04576  -0.2727
Se2 -0.67259 0.25275 -3.04544  -0.2897
P1 0.32411 -3.24685 1.01976  -0.0208
O1 0.63831 7.58155 -0.85934  -0.6271
O2 -2.77269 2.85555 -3.83424  -0.6008
O3 0.15561 -2.13835 0.06416  -0.6775
O4 -4.50069 1.23455 -5.22524  -0.6054
N1 -1.14229 -3.75235 1.65926  0.4893
N2 1.27101 -2.93805 2.35566  0.8788
N3 -0.96209 7.67975 0.70986  -0.2969
N4 1.97571 0.67555 -0.12054  0.7941
N5 1.19431 -4.47695 0.26646  0.4560
N6 -0.42519 2.74995 -0.38544  0.3675
C1 1.82561 -5.55525 0.98506  -1.0678
C2 -1.13679 0.23545 2.66856  -0.1665
C3 1.33861 1.12365 3.48926  -0.3654
C4 -0.13309 0.40835 1.73666  0.2817
C5 4.35891 0.59045 -0.59954  1.3331
C6 0.84181 -2.87345 3.72686  -1.0841
C7 3.72881 0.20965 -3.28024  -1.0867
C8 -1.10279 4.76705 0.67536  -1.0441
C9 -0.90749 0.47025 4.01476  -0.9209
C10 -1.21589 -5.03785 2.32076  -1.0618
C11 -2.37559 -3.36515 1.00546  -0.7959
C12 0.32871 0.94915 4.41466  -1.0619
C13 2.99481 0.55855 -1.00044  -0.7384
C14 2.23601 0.83865 1.16216  0.4278
C15 -3.19279 2.22035 -2.64354  0.2364
C16 3.57111 0.94885 1.62786  -0.9760
C17 -4.84169 0.83355 -3.93204  -1.1749
C18 -2.54569 -0.02245 -3.59974  -1.2839
C19 4.61681 0.82345 0.76526  -1.4921
C20 -0.16719 7.01015 -0.15584  0.2543
C21 2.72151 0.38735 -2.37124  0.4162
C22 2.61551 -2.49165 2.08656  -1.3924
C23 5.37941 0.41275 -1.55204  -0.8259
C24 -3.65289 0.79075 -2.93614  1.6691
C25 0.32291 3.44725 -1.22324  -0.4500
C26 5.07201 0.21155 -2.86914  -0.5586
C27 -0.31679 5.51575 -0.19704  1.1665
C28 0.41071 4.82615 -1.16694  -0.9404
C29 1.13401 0.82175 2.13656  0.7876
C30 -4.20689 0.12285 -1.68154  -1.5897
C31 -1.11669 3.38815 0.54096  -0.5858
C32 0.89291 -4.76415 -1.11764  -1.0180
H1 5.63931 0.88955 1.11086  0.4074
H2 2.80791 -1.53855 2.58406  0.4373
H3 3.35811 -3.21925 2.43106  0.3253
H4 -1.71629 2.75995 1.18866  0.4712
H5 -3.16709 -3.29035 1.75216  0.3200
H6 -2.24469 -2.38935 0.54126  -0.0113
H7 2.72861 -2.34735 1.01326  0.3616
H8 1.32631 -3.65185 4.33076  0.2338
H9 1.26101 -6.49105 0.90156  0.3055
H10 -0.23649 -2.99645 3.77096  0.3104
H11 5.85331 0.06095 -3.59844  0.3850
H12 -0.86989 8.68085 0.75156  0.2417
H13 -1.45289 -5.84795 1.62176  0.2540
H14 0.35701 -3.91415 -1.53424  0.2035
H15 1.09121 -1.90075 4.16116  0.2768
H16 -1.99759 -5.00895 3.08396  0.3653
H17 -3.93469 2.01405 -5.13614  0.3869
H18 6.40791 0.43945 -1.21684  0.4223
H19 1.90871 -5.28725 2.03466  0.3135
H20 -2.75769 -1.09085 -3.52304  0.5153
H21 1.03201 5.37935 -1.85204  0.5423
H22 -2.36639 2.18065 -1.92524  -0.5133
H23 -2.50919 0.24405 -4.65964  0.4784
H24 2.83111 -5.73175 0.59266  0.3109
H25 0.85621 2.86515 -1.96364  0.5603
H26 -2.11799 -0.08755 2.33686  0.1364
H27 1.68961 0.40035 -2.68854  -0.0927
H28 3.76131 1.11345 2.67496  0.4714
H29 0.51601 1.17165 5.45636  0.3826
H30 0.27901 -5.66645 -1.21904  0.2840
H31 3.48681 0.06415 -4.32394  0.4821
H32 -4.01639 2.78295 -2.17964  0.5608
H33 -0.26589 -5.25165 2.80086  0.3372
H34 -5.21919 0.48835 -1.48914  0.4638
H35 -1.69029 0.30125 4.74186  0.4412
H36 -2.20669 3.59775 -3.61384  0.3084
H37 -5.27459 -0.16785 -4.02124  0.4196
H38 -2.68499 -4.08695 0.24256  0.2813
H39 -5.61189 1.50205 -3.51554  0.4335
H40 2.27971 1.51615 3.84826  0.3332
H41 1.81761 -4.90825 -1.68184  0.3442
H42 -1.69369 5.21515 1.45906  0.2280
H43 -4.25879 -0.95895 -1.82604  0.4354
H44 -1.66429 7.24115 1.27656  0.1434

=====

2.
Computed, not measured: C24H43N2P3STi as an isolated structure at a distorted geometry, with wB97M-V/def2-TZVPD.

Computed properties:
Spin multiplicity = 2
Net charge = +3
Lowest unoccupied orbital energy (alpha / beta) = -9.506 / -9.176 eV

Last column: Mulliken charge in e.
Positions of all 74 atoms, in Å:
Ti1 -0.80505 0.45124 0.07177  0.0425
S1 0.90153 1.97914 -0.85392  -0.2938
P1 3.32942 0.11761 -2.64481  0.9113
P2 0.09871 -1.93960 -0.35891  1.5852
P3 -2.10223 0.30381 -2.02104  1.4558
N1 -1.58525 -0.28573 1.87663  0.8778
N2 -1.45296 -0.74763 4.02047  -0.0298
C1 1.23276 4.62800 0.57349  -0.5946
C2 1.87050 1.97851 3.60239  -0.6965
C3 -3.82620 0.75079 -1.61400  -1.4958
C4 -4.76326 -2.19671 3.57300  -0.5643
C5 -4.78284 -2.04064 2.18083  -0.6702
C6 0.63351 -2.86323 -1.86863  -0.9716
C7 1.51950 -2.30978 0.75263  -0.8851
C8 -2.82380 -0.81370 3.69290  0.5572
C9 -2.36874 -1.25993 -2.96013  -1.3949
C10 -3.79465 -1.56261 4.35616  -0.7832
C11 -0.75609 -0.51286 2.89790  -0.6993
C12 -3.91320 -1.15545 1.53025  -0.4516
C13 2.52534 1.42293 1.34622  -0.7374
C14 -1.14327 -3.19385 0.22029  -1.3065
C15 1.98964 -0.16845 -3.85748  -0.9437
C16 1.23168 1.77486 0.86772  1.7430
C17 4.28056 1.66317 -2.72453  -1.0233
C18 2.19839 4.57966 1.49906  -0.4746
C19 0.58496 2.31273 3.15596  -1.2358
C20 -2.88893 -0.60408 2.30939  -0.1034
C21 -1.68601 1.43642 -3.40107  -1.1783
C22 2.81119 1.45677 2.70846  -0.8021
C23 0.23763 2.25870 1.79982  -0.4401
C24 4.19814 -1.43113 -2.17354  -1.1066
H1 2.44574 -1.86517 0.35708  0.0286
H2 -1.28916 2.38384 -3.02110  0.4225
H3 1.65463 -3.39801 0.84990  0.4927
H4 3.76896 1.09037 3.08898  0.5083
H5 1.33900 -1.90903 1.75890  0.2077
H6 0.31574 -0.32663 2.87224  0.1912
H7 -5.45551 -2.66985 1.60118  0.4294
H8 -1.52505 -1.48863 -3.62374  0.3496
H9 -2.57328 1.64825 -4.01201  0.4843
H10 -0.59080 2.86777 1.37649  0.5294
H11 -0.17905 2.71932 3.83710  0.4910
H12 -3.82531 1.41683 -0.74368  0.4042
H13 1.52878 -2.43737 -2.33953  -0.2587
H14 1.99445 4.61465 2.58146  0.3040
H15 1.47754 4.82895 -0.46943  0.3536
H16 4.29461 -1.44309 -1.07270  0.3788
H17 4.51884 1.92578 -1.68348  0.3656
H18 -5.50274 -2.83927 4.04636  0.4242
H19 1.34332 0.72404 -3.94446  0.2354
H20 2.36892 -0.42856 -4.86095  0.5055
H21 -0.92516 0.99969 -4.05903  0.2690
H22 3.62032 2.46147 -3.09555  0.3865
H23 5.21897 1.64115 -3.29700  0.4207
H24 3.26851 4.59745 1.25601  0.2755
H25 2.13295 2.08737 4.65997  0.4903
H26 -3.87096 -1.01493 0.44660  0.2194
H27 -1.51638 -2.93841 1.21967  0.3356
H28 5.21375 -1.48514 -2.60509  0.4296
H29 -0.69010 -4.19475 0.28566  0.5119
H30 -3.27101 -1.17390 -3.58177  0.5074
H31 1.34893 -0.99384 -3.51048  0.2893
H32 -1.03520 -0.90829 4.94026  0.3075
H33 2.56768 0.46753 -1.48267  -0.3346
H34 -0.17978 -2.94378 -2.60333  0.3625
H35 0.87835 -3.89118 -1.56201  0.5222
H36 -4.30837 1.26460 -2.45651  0.4502
H37 -2.52189 -2.10848 -2.28323  0.3378
H38 3.63470 -2.33828 -2.46672  0.4017
H39 3.29655 1.24895 0.58683  0.2677
H40 -3.74302 -1.65344 5.43900  0.4377
H41 0.19759 4.85183 0.88331  0.2458
H42 -4.40038 -0.15352 -1.37351  0.4557
H43 -1.97665 -3.26524 -0.49626  0.2731

=====

3.
Computed, not measured: the molecule CH3FNOPS at a distorted geometry, with wB97M-V/def2-TZVPD.

Computed properties:
SMILES = [H]/N=C(\P)OSF
Lowest unoccupied orbital energy = -0.678 eV

Last column: Mulliken charge in e.
Positions of all 9 atoms, in Å:
S1 -0.76058 1.81878 1.37327  0.2884
P1 0.98467 0.15328 -0.94481  -0.1239
F1 0.47546 1.67901 2.38841  -0.1667
O1 -0.99527 0.05787 0.96925  -0.4027
N1 -0.56362 -2.08292 -0.21996  -0.6138
C1 -0.31987 -0.78788 0.00574  0.6262
H1 0.29979 0.22961 -2.22641  0.0865
H2 0.60907 1.46046 -0.60140  0.0262
H3 0.27035 -2.52821 -0.74409  0.2798

=====

4.
Computed, not measured: C23H14CaClO5P as an isolated structure at a distorted geometry, with wB97M-V/def2-TZVPD.

Computed properties:
Lowest unoccupied orbital energy = -0.550 eV

Last column: Mulliken charge in e.
Positions of all 45 atoms, in Å:
Ca1 -0.27826 0.21190 0.05570  1.3731
Cl1 1.31660 -2.14615 0.08204  -0.1959
P1 -1.95803 -2.23206 0.08176  0.2527
O1 -0.53263 4.89190 1.73251  -0.5926
O2 0.62485 0.29774 1.92380  -0.9993
O3 0.74500 1.39371 4.72108  -0.6432
O4 -0.25720 2.31762 0.17948  -1.2169
O5 0.01088 4.26230 4.57892  -0.5512
C1 -3.66126 -2.78847 -0.16967  -0.2608
C2 -6.24938 -3.66903 -0.70233  -0.4297
C3 -1.45931 -0.95865 4.45446  -0.3875
C4 -0.93517 -3.72120 -0.22266  -0.1000
C5 -5.75179 -3.70803 0.59423  -0.7084
C6 -4.45935 -3.27220 0.86236  0.0601
C7 -1.51115 -4.96178 -0.48105  -0.3742
C8 -4.17085 -2.73988 -1.46648  -0.1560
C9 -1.01127 -2.59661 2.74456  -0.4250
C10 -1.79796 -1.87942 1.85243  0.6352
C11 0.45295 -3.65816 -0.28641  0.9872
C12 -2.44008 -0.71496 2.28322  -0.2334
C13 0.39106 1.53000 2.33204  0.7381
C14 -5.45713 -3.18463 -1.73590  -0.6275
C15 0.08868 3.50580 3.65772  0.3829
C16 -0.83841 -2.12904 4.04118  -0.7053
C17 0.64458 -5.96610 -0.83168  -0.3970
C18 1.25314 -4.74402 -0.57746  -0.7420
C19 -0.03812 2.53698 1.46492  1.0484
C20 -2.28243 -0.26006 3.58100  -0.8426
C21 -0.21063 3.81931 2.17396  0.1777
C22 -0.73590 -6.07404 -0.78287  -0.8375
C23 0.47510 2.01307 3.72070  0.1264
H1 -0.50122 -3.49787 2.42595  0.4301
H2 -3.07026 -0.14762 1.60318  0.4463
H3 -3.56092 -2.35076 -2.27445  0.3586
H4 -7.25726 -4.00898 -0.90714  0.3933
H5 -2.76536 0.65483 3.89927  0.4659
H6 1.25738 -6.82775 -1.06519  0.3778
H7 -6.37147 -4.07903 1.40070  0.4094
H8 2.32898 -4.63429 -0.60084  0.4488
H9 -2.58945 -5.05762 -0.44803  0.3339
H10 -1.28502 -0.57364 5.45052  0.3701
H11 -1.21560 -7.02488 -0.97743  0.3992
H12 -4.07853 -3.30322 1.87679  0.4113
H13 -0.19654 -2.66820 4.72596  0.4000
H14 -5.84246 -3.14280 -2.74654  0.3994

=====

5.
Computed, not measured: an isolated ion of composition C28H30F5N4OS2 and charge +1 at a distorted geometry, with wB97M-V/def2-TZVPD.

Computed properties:
Net charge = +1
SMILES = CCN(CC)C(=S)SCCCc1c(N)n[nH+]c(C(F)(F)c2cccc(C(F)(F)F)c2)c1CC(=O)c1ccccc1
Lowest unoccupied orbital energy = -4.184 eV

Last column: Mulliken charge in e.
Positions of all 70 atoms, in Å:
S1 1.77343 -2.67035 4.15207  -0.1942
S2 2.78496 0.11151 3.76035  -0.1018
F1 0.03831 0.27441 -4.16899  -0.3132
F2 -1.36787 1.33121 -2.88481  -0.2997
F3 -4.72381 -3.18302 -2.15847  -0.2636
F4 -6.17973 -3.06429 -3.74228  -0.2702
F5 -5.99872 -1.46430 -2.30810  -0.2459
O1 2.36110 0.99174 -2.23363  -0.6152
N1 -0.13528 -2.93302 -1.41310  -1.5051
N2 0.89121 -3.44596 0.61288  -0.3449
N3 0.94375 -0.49074 5.50930  0.2912
N4 -0.54938 -2.02418 -2.26075  0.8304
C1 2.24273 4.75975 -4.00139  -0.5361
C2 0.44245 4.05260 -2.00510  -0.1487
C3 2.29908 3.48724 -3.45101  -0.6358
C4 1.74914 -1.08152 4.56551  -0.0675
C5 0.41242 5.32863 -2.55638  -0.8660
C6 -3.37517 -1.04200 -6.03474  -0.7650
C7 0.47487 -2.48675 -0.34004  0.4900
C8 -4.28501 -1.69416 -3.90043  -0.0945
C9 -1.20647 -1.65457 5.02400  -0.8103
C10 -0.42989 -0.71300 -2.15341  0.2205
C11 -5.32307 -2.34554 -3.03288  0.9868
C12 -3.18137 -1.11593 -3.27662  -0.2319
C13 1.38294 3.12597 -2.45643  0.5794
C14 2.87951 -0.95825 1.11955  -0.1240
C15 1.30653 5.69033 -3.55882  -0.4366
C16 -0.10575 -1.36163 6.05293  -0.8095
C17 1.49142 1.75368 -1.91566  0.4805
C18 0.47930 1.27672 -0.86901  -1.0765
C19 -2.16728 -0.52680 -4.03301  -0.5457
C20 1.06467 1.59318 6.86843  -1.1821
C21 -2.25981 -0.48078 -5.42378  -0.6922
C22 1.68085 0.22849 6.57625  -0.6272
C23 1.35730 -0.71761 1.18665  -0.5214
C24 -0.99860 0.10997 -3.30984  1.8063
C25 0.68017 -1.10600 -0.07524  -0.6760
C26 0.22828 -0.19289 -1.02843  -0.0050
C27 3.61470 -0.81626 2.46413  -1.1927
C28 -4.37862 -1.65908 -5.28718  -0.6982
H1 -0.94328 -1.21535 4.06627  0.0912
H2 -5.23553 -2.11781 -5.75349  0.5322
H3 0.20475 1.49742 7.52825  0.3446
H4 0.91211 1.51724 0.09227  0.7325
H5 -1.49147 -0.00630 -6.01161  0.5820
H6 -2.15252 -1.24416 5.35765  0.3704
H7 3.03442 2.76818 -3.77127  0.4801
H8 0.25023 -4.23136 0.54574  0.3413
H9 3.01481 -1.98507 0.79742  0.2269
H10 1.14916 0.29566 1.49454  0.8320
H11 0.29803 -2.26848 6.49809  0.4354
H12 -0.56316 -0.79459 6.85952  0.4442
H13 1.64262 -0.37447 7.48192  0.3972
H14 -0.45189 1.82004 -0.92542  0.4082
H15 -0.30716 6.04362 -2.18792  0.4110
H16 3.88184 -1.78416 2.87224  0.4599
H17 2.72446 0.36398 6.31808  0.4799
H18 3.29276 -0.30932 0.35062  0.3123
H19 -1.01199 -2.38801 -3.08974  0.3967
H20 1.28240 6.67871 -3.98633  0.4225
H21 0.71894 2.06464 5.95329  0.2972
H22 -3.49413 -1.02004 -7.10596  0.4346
H23 0.96467 -1.36715 1.96957  0.0315
H24 -3.13062 -1.12723 -2.19646  0.4969
H25 -0.27828 3.82738 -1.23773  0.3574
H26 1.80711 -3.78726 0.33577  0.2621
H27 4.54897 -0.28296 2.31436  0.5521
H28 1.78137 2.25665 7.34196  0.3813
H29 2.94566 5.00491 -4.78251  0.4047
H30 -1.30763 -2.72151 4.85837  0.2931

=====

6.
Computed, not measured: the molecule C9H6N4OS at a distorted geometry, with wB97M-V/def2-TZVPD.

Computed properties:
SMILES = O=C1N=C2C=CC=C[C@H]2n2c(S)nnc21
Lowest unoccupied orbital energy = -1.459 eV

Last column: Mulliken charge in e.
Positions of all 21 atoms, in Å:
S1 -0.44354 0.78398 3.38327  -0.2614
O1 -2.58675 1.11342 -2.47792  -0.5135
N1 -0.93818 0.59858 0.61597  0.1746
N2 -2.39021 2.17299 0.31530  -0.5124
N3 -1.96637 2.21334 1.63350  -0.5291
N4 -0.93153 -0.32724 -2.09967  -0.5916
C1 -1.81365 0.65726 -1.66184  0.3756
C2 -1.10271 1.22597 1.80268  0.4141
C3 0.93056 -1.70041 -1.77559  -0.5402
C4 1.40737 -0.05922 0.56572  -0.2620
C5 2.43268 -0.73202 -0.06424  -0.5386
C6 2.17565 -1.67195 -1.17107  -0.3285
C7 -0.11484 -0.83706 -1.21989  0.5387
C8 0.00098 -0.46355 0.27844  0.1038
C9 -1.76648 1.21072 -0.28830  0.6233
H1 -1.42649 1.40574 4.04805  0.1827
H2 3.46054 -0.42170 0.15970  0.3675
H3 1.62615 0.65111 1.36894  0.2848
H4 -0.27334 -1.34755 0.89200  0.2235
H5 2.98685 -2.20229 -1.59747  0.4060
H6 0.73330 -2.27012 -2.70756  0.3827